Computed, not measured: a molecular structure, C11H20BrMoNSe2Te, with ωB97M-V/def2-TZVPD.

XYZ file:
```
37
Properties=species:S:1:pos:R:3:forces:R:3:nbo_charge:R:1
Mo -0.359 -0.397 0.037 -0.203 0.249 -0.078 0.63
C 2.546 1.935 -0.786 -0.193 0.011 -0.073 -0.74
Se 0.649 1.666 -1.239 0.203 0.029 0.146 0.56
C 0.819 0.889 -3.037 0.015 0.059 -0.054 -0.56
C 1.618 -0.392 -3.083 -0.073 -0.077 0.093 -0.51
Se 1.028 -1.583 -1.617 -0.031 -0.192 -0.023 0.59
C 0.791 -3.387 -2.411 0.011 0.364 0.093 -0.66
H 2.954 2.493 -1.629 0.044 0.016 0.024 0.29
H 3.060 0.991 -0.640 0.014 -0.003 0.005 0.24
H 2.559 2.561 0.102 0.044 0.001 0.006 0.27
H 1.292 1.667 -3.642 0.010 -0.014 -0.009 0.31
H -0.204 0.761 -3.389 -0.003 -0.013 -0.019 0.27
H 2.689 -0.271 -2.928 0.011 0.043 -0.044 0.28
H 1.444 -0.952 -4.004 0.020 0.039 -0.035 0.30
H -0.049 -3.331 -3.097 0.001 -0.067 -0.026 0.28
H 0.641 -4.067 -1.577 -0.003 -0.058 -0.028 0.28
H 1.747 -3.551 -2.909 -0.028 -0.130 -0.033 0.29
Br -2.305 -2.240 0.280 0.154 -0.191 0.132 0.35
C -3.186 -0.540 0.277 -0.042 0.092 0.027 0.16
C -4.536 -0.384 0.376 0.104 0.070 -0.009 -0.22
C -4.992 0.943 0.357 -0.033 0.015 0.005 0.00
C -4.087 1.996 0.241 0.023 0.056 -0.005 -0.20
C -2.739 1.734 0.141 -0.008 -0.106 -0.005 0.09
N -2.278 0.452 0.166 0.064 -0.132 -0.161 -0.58
H -5.208 -1.228 0.464 -0.019 0.011 -0.002 0.31
H -6.055 1.146 0.429 -0.005 -0.026 0.004 0.30
H -4.428 3.023 0.224 -0.020 -0.006 0.001 0.30
H -2.006 2.522 0.039 0.009 0.008 0.012 0.25
C 1.275 -2.018 3.379 0.022 0.088 -0.041 -0.80
Te 0.588 -0.139 2.644 -0.260 -0.007 0.022 1.02
C 2.272 1.081 3.107 -0.070 -0.144 -0.156 -0.79
H 1.282 -1.886 4.462 0.044 -0.065 0.017 0.30
H 2.273 -2.179 2.978 0.022 -0.055 0.054 0.28
H 0.566 -2.786 3.083 -0.011 -0.014 0.020 0.27
H 3.147 0.610 2.664 0.078 0.059 0.070 0.28
H 2.297 1.056 4.197 0.088 0.052 0.015 0.30
H 2.079 2.082 2.735 0.020 0.035 0.053 0.27
```
Forces are in eV/Å.

The value obtained for the strongest force on any atom is 0.00731 hartree/bohr. Its net charge is +4. For the calculated total energy, the calculation gives -8197.26515 a.u. For the frontier orbital gap (spin up / spin down), the calculation gives 6.359 / 7.249 eV. Its LUMO energy (spin up / spin down) is -16.407 / -15.573 eV. Its spin multiplicity is 3. The expectation value of S² is 2.36.